(1)
The following is a quantum chemistry calculation of a single C4H6Cl2 molecule, from the Open Molecules 2025 dataset.

Results
Kohn-Sham gap: 10.4941 eV
HOMO level: -9.67 eV
relative energy (zero: lowest compared OMol25 entry of this formula, charge and spin): 5.7 kcal per mole

Atoms and positions in Å:
C: 0.358 1.363 -0.333
C: 0.130 -0.092 0.004
C: -1.208 -0.538 0.461
C: 1.082 -1.027 -0.103
H: 0.266 2.024 0.506
H: 1.410 1.502 -0.696
H: -0.352 1.694 -1.053
H: -1.136 -1.515 0.907
H: -1.606 0.121 1.294
H: 0.948 -2.054 0.094
Cl: -2.666 -0.720 -0.630
Cl: 2.775 -0.758 -0.451



(2)
The following is a quantum chemistry calculation of a molecular structure, C5H11AlF7NO, from the Open Molecules 2025 dataset.

Results
Kohn-Sham gap: 5.7293 eV
HOMO level: -7.70 eV

Atoms and positions in Å:
O: 0.836 2.181 0.066
C: 0.217 0.902 -0.179
C: -0.396 0.336 1.077
Al: -1.791 -1.120 0.826
C: -3.225 -0.540 -0.548
F: -2.820 -0.728 -1.878
F: -4.357 -1.336 -0.388
C: -3.757 0.889 -0.536
F: -2.710 1.782 -0.570
F: -4.474 1.132 0.595
C: 1.325 -0.034 -0.725
F: 2.579 0.544 -0.677
F: 1.493 -1.186 -0.050
F: 1.145 -0.357 -2.015
H: 0.484 2.813 -0.568
H: -0.498 1.010 -0.996
H: 0.390 -0.013 1.755
H: -0.889 1.168 1.588
H: -2.495 -1.429 2.244
H: -1.121 -2.504 0.315
H: -4.398 1.084 -1.403
N: 4.900 -0.920 0.415
H: 5.037 -1.743 -0.174
H: 4.106 -0.364 0.035
H: 4.669 -1.216 1.365
H: 5.748 -0.353 0.424



Question: Look up the Kohn-Sham gap of the second one.
Answer: 5.7293 eV



Question: What is the Kohn-Sham gap in the first record?
Answer: 10.4941 eV



Copy entry 1 word for word.
The following is a quantum chemistry calculation of a single C4H6Cl2 molecule, from the Open Molecules 2025 dataset.

Results
Kohn-Sham gap: 10.4941 eV
HOMO level: -9.67 eV
relative energy (zero: lowest compared OMol25 entry of this formula, charge and spin): 5.7 kcal per mole

Atoms and positions in Å:
C: 0.358 1.363 -0.333
C: 0.130 -0.092 0.004
C: -1.208 -0.538 0.461
C: 1.082 -1.027 -0.103
H: 0.266 2.024 0.506
H: 1.410 1.502 -0.696
H: -0.352 1.694 -1.053
H: -1.136 -1.515 0.907
H: -1.606 0.121 1.294
H: 0.948 -2.054 0.094
Cl: -2.666 -0.720 -0.630
Cl: 2.775 -0.758 -0.451



Copy entry 2 word for word.
The following is a quantum chemistry calculation of a molecular structure, C5H11AlF7NO, from the Open Molecules 2025 dataset.

Results
Kohn-Sham gap: 5.7293 eV
HOMO level: -7.70 eV

Atoms and positions in Å:
O: 0.836 2.181 0.066
C: 0.217 0.902 -0.179
C: -0.396 0.336 1.077
Al: -1.791 -1.120 0.826
C: -3.225 -0.540 -0.548
F: -2.820 -0.728 -1.878
F: -4.357 -1.336 -0.388
C: -3.757 0.889 -0.536
F: -2.710 1.782 -0.570
F: -4.474 1.132 0.595
C: 1.325 -0.034 -0.725
F: 2.579 0.544 -0.677
F: 1.493 -1.186 -0.050
F: 1.145 -0.357 -2.015
H: 0.484 2.813 -0.568
H: -0.498 1.010 -0.996
H: 0.390 -0.013 1.755
H: -0.889 1.168 1.588
H: -2.495 -1.429 2.244
H: -1.121 -2.504 0.315
H: -4.398 1.084 -1.403
N: 4.900 -0.920 0.415
H: 5.037 -1.743 -0.174
H: 4.106 -0.364 0.035
H: 4.669 -1.216 1.365
H: 5.748 -0.353 0.424